Computed, not measured: a structure of composition C26H25ClNOPSr, with the ωB97M-V functional and the def2-TZVPD basis.

**Relative energy (zero: lowest compared OMol25 entry of this formula, charge and spin)**: 0.0 kJ/mol
**Charge**: +2
**Largest force on an atom**: 0.45 eV/A
**E_HOMO**: -14.0 eV

Last column: natural (NBO) charge in e.
Cartesian coordinates (Å):
Sr 0.352 1.135 -1.271  1.838
Cl -2.526 0.875 -0.250  -0.088
P -0.463 -1.598 -0.459  0.656
O 2.679 1.156 -0.458  -0.842
N 0.201 3.633 -0.644  -0.636
C -0.029 -0.838 4.059  -0.177
C -1.055 5.414 0.369  -0.236
C 1.150 5.817 -0.448  -0.236
C -2.248 -1.826 -0.756  -0.418
C 3.524 3.462 -0.467  -0.432
C 1.279 -4.706 -2.397  -0.197
C -1.229 -1.344 3.576  -0.171
C 1.225 4.490 -0.841  0.227
C 0.002 6.287 0.164  -0.101
C 0.465 -4.162 0.210  -0.227
C -3.125 -0.747 -0.699  0.010
C -1.391 -1.590 2.221  -0.236
C 0.858 -0.822 1.827  -0.266
C 2.483 3.957 -1.480  -0.436
C -0.911 4.110 -0.050  0.044
C 1.442 -5.659 -1.400  -0.169
C -4.994 -2.102 -1.247  -0.157
C -0.347 -1.331 1.335  -0.280
C 0.300 -3.202 -0.785  -0.296
C -4.155 -3.202 -1.322  -0.199
C 3.057 2.299 0.377  -0.076
C -2.795 -3.064 -1.078  -0.112
C 1.018 -0.581 3.185  -0.201
C -4.479 -0.851 -0.929  -0.228
C 0.715 -3.478 -2.089  -0.228
C 1.038 -5.386 -0.100  -0.180
H -0.071 7.323 0.469  0.251
H 2.241 3.157 -2.191  0.176
H 1.887 -6.616 -1.637  0.239
H 3.820 1.972 1.081  0.219
H 1.594 -4.919 -3.410  0.236
H -1.974 5.735 0.838  0.254
H 1.988 6.476 -0.635  0.244
H -5.119 0.018 -0.861  0.249
H 1.168 -6.130 0.675  0.237
H -2.147 -3.930 -1.137  0.230
H 1.696 -0.655 1.157  0.208
H -4.559 -4.175 -1.565  0.244
H 0.585 -2.740 -2.874  0.206
H 3.474 0.750 -0.824  0.515
H 3.790 4.276 0.213  0.246
H -2.040 -1.555 4.261  0.238
H 0.149 -3.958 1.226  0.228
H 0.092 -0.652 5.117  0.239
H 1.961 -0.207 3.564  0.230
H -2.328 -1.992 1.857  0.231
H -6.054 -2.208 -1.432  0.247
H 2.162 2.542 0.949  0.191
H 2.930 4.740 -2.092  0.261
H -1.727 3.411 0.090  0.199
H 4.443 3.192 -0.993  0.233